# C4H5F2NS

One molecule with the formula C4H5F2NS (the ωB97M-V functional and the def2-TZVPD basis, the Open Molecules 2025 dataset).

Summary:
- total charge = 0
- gap between HOMO and LUMO (hartree) = 0.31271
- SMILES = FC(F)[C@@H]1NCC1=S
- maximum force (hartree/bohr) = 0.0466
- E_tot (hartree) = -808.03360
- highest occupied orbital energy (eV) = -9.1

```
13
Properties=species:S:1:pos:R:3:forces:R:3:mulliken_charge:R:1
C 1.3663 -0.9539 0.3420 0.6 0.7 0.4 0.16
C 0.3058 -0.2255 -0.4436 -0.2 -0.2 -1.4 0.15
C -1.2184 1.0792 0.2718 -0.6 1.3 -0.6 -0.23
C -1.1594 -0.3694 -0.0477 -0.8 -1.8 0.5 -0.10
H 1.1363 -0.9412 1.4347 0.5 -0.2 -0.7 0.23
H 0.4279 -0.4411 -1.5257 0.2 -0.1 0.5 0.35
H 0.4224 1.8170 -0.9299 -0.4 -0.8 1.2 0.28
H -1.9623 1.6825 -0.3382 0.8 -0.7 0.6 0.25
H -1.3800 1.3082 1.3355 0.0 -0.1 -0.3 0.22
N 0.2045 1.1765 -0.1323 0.6 2.3 -0.5 -0.50
F 2.6205 -0.3477 0.1457 -1.4 -0.5 0.2 -0.29
F 1.4626 -2.2024 -0.1435 0.1 -0.5 0.2 -0.24
S -2.2263 -1.5824 0.0312 0.7 0.7 -0.1 -0.28
```
Forces are in eV/Å.


# C4H5F4N

One molecule with the formula C4H5F4N (the ωB97M-V functional and the def2-TZVPD basis, the Open Molecules 2025 dataset).

Summary:
- total charge = 0
- gap between HOMO and LUMO (hartree) = 0.42279
- SMILES = C=CCN(F)C(F)(F)F
- maximum force (hartree/bohr) = 0.0790
- E_tot (hartree) = -609.52372
- highest occupied orbital energy (eV) = -10.5

```
14
Properties=species:S:1:pos:R:3:forces:R:3:mulliken_charge:R:1
C -0.6089 0.2091 -2.4110 0.7 0.3 0.1 -0.68
C -0.1865 -0.6157 -1.4796 0.2 -1.7 1.3 -0.09
C 0.6377 -0.3100 -0.2157 -4.0 0.5 0.3 -0.55
C 0.1965 0.5908 2.0473 -1.5 -1.6 1.2 0.92
N -0.4575 0.1508 0.8787 0.6 -1.6 -2.8 -0.14
F -0.5916 0.4174 3.1123 -0.5 0.4 0.1 -0.27
F 0.4932 1.8266 1.8775 0.3 2.6 -0.3 -0.25
F 1.3021 -0.0279 2.3358 2.2 -1.4 0.4 -0.27
F -1.0836 -1.1086 1.1575 0.4 0.8 0.3 -0.23
H -1.1313 0.0402 -3.3193 -0.6 -1.0 -0.3 0.29
H -0.3391 1.2279 -2.3750 0.5 1.2 0.4 0.25
H -0.4303 -1.6855 -1.4171 -0.3 0.5 -0.8 0.22
H 1.2344 0.5579 -0.3843 1.1 0.2 0.3 0.45
H 0.9650 -1.2730 0.1930 0.9 0.8 -0.2 0.34
```
Forces are in eV/Å.


# C4H5FN2

One molecule with the formula C4H5FN2 (the ωB97M-V functional and the def2-TZVPD basis, the Open Molecules 2025 dataset).

Summary:
- total charge = 0
- gap between HOMO and LUMO (hartree) = 0.39220
- SMILES = N#CC1(F)CNC1
- maximum force (hartree/bohr) = 0.0907
- E_tot (hartree) = -364.71217
- highest occupied orbital energy (eV) = -9.9

```
12
Properties=species:S:1:pos:R:3:forces:R:3:mulliken_charge:R:1
C -2.5950 -0.4820 -0.0049 -0.3 0.2 0.3 -0.13
C -0.1807 0.0290 1.0495 -1.5 0.4 0.2 -0.65
C -0.3391 -0.0720 -1.0824 0.4 -1.4 -1.1 -0.74
C -1.3635 0.2577 -0.0074 2.1 2.0 1.5 1.30
N -3.6310 -0.9680 -0.0050 -0.2 -0.4 0.0 -0.37
N 0.7210 -0.3901 -0.0372 -3.7 -2.7 -0.4 -0.49
F -1.6492 1.6329 0.1352 -0.6 -0.4 -0.9 -0.32
H 0.1043 1.0162 1.5722 -0.7 -1.6 -0.7 0.25
H -0.5512 -0.7462 1.7511 1.1 0.3 -0.1 0.33
H -0.7034 -0.8768 -1.8742 1.1 1.3 1.9 0.29
H 0.0280 0.7925 -1.6157 -0.6 0.4 -0.4 0.28
H 1.4584 0.1799 -0.1981 2.8 2.0 -0.1 0.26
```
Forces are in eV/Å.


# C4H5FN2

One molecule with the formula C4H5FN2 (the ωB97M-V functional and the def2-TZVPD basis, the Open Molecules 2025 dataset).

Summary:
- total charge = 0
- gap between HOMO and LUMO (hartree) = 0.36980
- SMILES = F[C@H]1C=NN=CC1
- maximum force (hartree/bohr) = 0.1137
- E_tot (hartree) = -364.67515
- highest occupied orbital energy (eV) = -9.8

```
12
Properties=species:S:1:pos:R:3:forces:R:3:mulliken_charge:R:1
C 1.1244 -0.0239 0.2885 -3.6 1.8 4.2 0.35
C 0.0788 -1.1303 0.6938 -0.4 2.7 -0.5 -0.70
C -1.2062 -0.9914 -0.1527 1.8 -2.3 0.2 0.13
C 0.2700 1.2286 0.2521 -2.5 2.7 3.1 -0.19
H 1.8319 0.2687 1.0652 0.1 -0.9 0.5 0.23
H -0.2361 -0.9432 1.7280 0.5 -0.2 0.0 0.30
H 0.5095 -2.0640 0.5615 0.6 -2.0 0.0 0.40
H -1.5711 -2.0338 -0.4544 -0.3 2.0 -0.1 0.30
H 0.6814 2.1901 0.9865 -1.2 -2.5 -2.7 0.24
N -1.6409 0.1248 -0.5483 -0.1 -0.1 0.2 -0.39
N -1.0352 1.2299 0.0886 2.7 0.6 -0.3 -0.39
F 1.7683 -0.1555 -0.7955 2.6 -1.7 -4.8 -0.29
```
Forces are in eV/Å.


# C4H5FN2

C4H5FN2 as an isolated structure (the ωB97M-V functional and the def2-TZVPD basis, the Open Molecules 2025 dataset).

Summary:
- total charge = 0
- gap between HOMO and LUMO (hartree) = 0.33693
- maximum force (hartree/bohr) = 0.1149
- E_tot (hartree) = -364.62445
- highest occupied orbital energy (eV) = -8.5

```
12
Properties=species:S:1:pos:R:3:forces:R:3:mulliken_charge:R:1
C 2.5410 1.3275 0.1620 -3.8 -4.5 -0.6 -0.33
C 0.7365 0.3822 0.1068 3.0 1.3 -0.1 0.07
C 1.8780 -0.6697 -0.2037 -1.1 2.2 -3.2 0.52
C -1.6397 -0.1763 0.1255 -2.0 0.8 -0.5 -0.67
N 3.0289 0.1814 -0.1178 -0.3 0.5 0.4 -0.46
N -0.4424 0.6015 0.0826 0.4 0.7 1.7 -0.26
F 1.8898 -1.7130 0.5618 0.1 -2.4 1.4 -0.25
H 3.0822 2.1776 0.0940 1.7 3.0 0.1 0.38
H 1.6686 -0.9092 -1.3204 0.6 -0.3 1.6 0.22
H -1.4304 -1.1290 -0.3619 -0.7 0.0 -0.3 0.30
H -2.4016 0.5510 -0.4407 1.1 -2.3 1.3 0.23
H -2.0450 -0.4542 1.1774 1.0 1.0 -1.6 0.24
```
Forces are in eV/Å.


# C4H5FN2S

C4H5FN2S as an isolated structure (the ωB97M-V functional and the def2-TZVPD basis, the Open Molecules 2025 dataset).

Summary:
- total charge = 0
- gap between HOMO and LUMO (hartree) = 0.31020
- maximum force (hartree/bohr) = 0.1062
- E_tot (hartree) = -762.83108
- highest occupied orbital energy (eV) = -8.4

```
13
Properties=species:S:1:pos:R:3:forces:R:3:mulliken_charge:R:1
C -0.0459 0.5945 0.0276 -1.6 0.2 3.7 0.32
C -0.0275 -0.5360 1.2238 -2.2 1.1 -0.4 -0.32
C 0.4606 -1.7247 0.4302 1.3 0.6 2.5 0.36
C 0.7079 -1.3274 -0.7845 0.0 -1.2 -2.4 -0.52
H -1.9416 3.6377 -0.2900 3.1 -1.6 -1.3 0.17
H -1.0707 -0.5558 1.7942 2.0 -0.2 -1.5 0.24
H 0.6637 -0.2179 1.9730 0.7 0.1 0.4 0.26
H 1.1912 -1.9148 -1.5260 0.5 -0.3 -0.5 0.45
H -0.4537 0.0790 -2.2421 3.0 -0.1 4.6 0.36
N -0.4263 1.7822 0.3898 0.3 -1.2 -1.7 -0.43
N 0.3305 -0.0399 -1.1244 -2.8 1.1 -4.6 -0.36
F 1.2259 -2.7151 1.0189 -1.4 0.5 -0.4 -0.28
S -0.6142 2.9381 -0.8904 -2.9 1.1 1.5 -0.23
```
Forces are in eV/Å.


# C4H5FO2

One molecule with the formula C4H5FO2 (the ωB97M-V functional and the def2-TZVPD basis, the Open Molecules 2025 dataset).

Summary:
- total charge = 0
- gap between HOMO and LUMO (hartree) = 0.38565
- SMILES = O=C[C@@H]1C[C@@]1(O)F
- maximum force (hartree/bohr) = 0.0421
- E_tot (hartree) = -405.70702
- highest occupied orbital energy (eV) = -9.8

```
12
Properties=species:S:1:pos:R:3:forces:R:3:mulliken_charge:R:1
C -0.5029 -0.1107 -0.5462 -0.5 0.2 0.0 -0.17
C -0.4610 -1.6024 -0.7767 0.4 -0.1 0.4 -0.14
C 0.8124 0.6813 -0.4890 0.0 0.3 0.4 -0.75
C -0.0494 0.7151 0.7134 -0.5 -1.3 -1.6 0.76
O -1.0213 -2.2499 -1.6378 0.2 1.2 0.8 -0.48
O 0.2901 0.0837 1.8734 0.0 -0.2 0.2 -0.49
F -0.7966 1.8284 0.9360 0.1 0.1 0.0 -0.30
H -1.2859 0.3849 -1.1113 0.0 0.0 0.1 0.41
H 0.2179 -2.0978 -0.0581 0.0 -0.2 0.0 0.29
H 1.7232 0.1080 -0.4077 0.1 -0.1 0.1 0.29
H 0.8792 1.5620 -1.1074 0.0 0.1 -0.1 0.26
H 0.1942 0.6974 2.6114 0.1 0.1 -0.1 0.32
```
Forces are in eV/Å.


# C4H5FS2

One molecule with the formula C4H5FS2 (the ωB97M-V functional and the def2-TZVPD basis, the Open Molecules 2025 dataset).

Summary:
- total charge = 0
- gap between HOMO and LUMO (hartree) = 0.35229
- SMILES = F[C@@H]1[C@H]2SCS[C@@H]12
- maximum force (hartree/bohr) = 0.0225
- E_tot (hartree) = -1051.61421
- highest occupied orbital energy (eV) = -8.9

```
12
Properties=species:S:1:pos:R:3:forces:R:3:mulliken_charge:R:1
C 1.3252 -0.0269 0.3641 -0.6 0.5 0.1 -0.02
C 0.5386 0.7543 -0.6495 -0.8 -0.3 0.8 -0.28
C -1.7278 -0.0035 0.5456 0.6 0.3 0.5 -0.64
C 0.5116 -0.7552 -0.6538 -0.2 -0.1 0.1 -0.30
H 1.0572 0.0122 1.4186 -0.2 -0.1 -0.2 0.31
H 1.0403 1.3040 -1.4085 0.5 0.1 -0.5 0.38
H -1.5298 0.0066 1.6178 0.2 0.0 -0.1 0.32
H -2.7923 -0.0033 0.4541 -0.7 0.1 -0.3 0.39
H 1.0100 -1.2791 -1.4527 0.2 -0.1 0.0 0.37
F 2.6683 -0.0226 0.2149 0.7 -0.1 -0.2 -0.30
S -1.0346 1.5016 -0.2231 -0.1 -0.4 0.1 -0.12
S -1.0665 -1.4882 -0.2275 0.2 0.1 -0.2 -0.12
```
Forces are in eV/Å.


# C4H5FeLiO7

C4H5FeLiO7 as an isolated structure (the ωB97M-V functional and the def2-TZVPD basis, the Open Molecules 2025 dataset).

Summary:
- 2S+1 = 7
- total charge = 0
- gap between HOMO and LUMO (alpha / beta) (hartree) = 0.28412 / 0.25829
- ⟨S²⟩ = 12.0110
- maximum force (hartree/bohr) = 0.0947
- E_tot (hartree) = -1953.29300
- highest occupied orbital energy (alpha / beta) (eV) = -8.2 / -9.7

```
18
Properties=species:S:1:pos:R:3:forces:R:3:mulliken_charge:R:1
O 1.6802 -3.9869 0.1263 0.1 -0.3 -0.2 -0.86
C 1.1571 -3.0443 -0.5208 0.2 -0.2 0.1 0.88
O 0.9787 -3.0800 -1.7637 0.0 -0.2 -0.5 -0.85
O 0.7916 -1.9667 0.1896 -0.1 0.2 0.4 -0.26
C 0.1686 -0.8835 -0.4949 -0.1 0.0 -0.6 -0.40
O -0.7997 1.2237 -0.1605 -0.6 2.0 0.3 -0.39
C -0.8790 2.5416 0.5446 4.1 -2.1 -1.6 1.67
C -0.1370 0.1991 0.5225 0.6 -0.5 0.9 -0.32
O -1.4020 2.3744 1.7707 -1.6 0.4 0.4 -0.76
O -1.6413 3.3249 -0.2424 -1.9 0.2 0.7 -0.69
Li 1.7923 -4.8682 -1.6159 -0.3 0.8 0.5 0.88
Fe -2.9889 3.1362 1.0999 0.9 0.0 -0.3 0.15
H -0.7579 -1.2275 -0.9760 0.2 0.1 0.1 0.29
H 0.8400 -0.4946 -1.2726 -0.2 -0.1 0.1 0.29
H -0.7548 -0.2151 1.3372 0.1 0.1 -0.2 0.22
H 0.7999 0.5572 0.9820 -0.2 -0.1 -0.2 0.31
O 0.4398 3.0699 0.6780 -1.2 -0.4 0.2 -0.50
H 0.7124 3.3396 -0.2041 0.0 0.0 -0.2 0.34
```
Forces are in eV/Å.


# C4H5GaO5

C4H5GaO5 as an isolated structure (the ωB97M-V functional and the def2-TZVPD basis, the Open Molecules 2025 dataset).

Summary:
- 2S+1 = 2
- total charge = +1
- gap between HOMO and LUMO (alpha / beta) (hartree) = 0.32485 / 0.19692
- ⟨S²⟩ = 0.7525
- maximum force (hartree/bohr) = 0.0914
- E_tot (hartree) = -2456.09081
- highest occupied orbital energy (alpha / beta) (eV) = -13.9 / -13.8

```
15
Properties=species:S:1:pos:R:3:forces:R:3:mulliken_charge:R:1
O -2.2741 -0.8018 -0.3304 -0.9 -0.1 -0.7 -0.32
Ga -1.9670 -2.2704 -1.4973 -0.3 -0.5 -1.5 0.68
O -0.8267 -2.4234 0.0053 0.1 -1.4 -0.2 -0.33
C -1.3486 -1.3327 0.3508 1.9 3.1 3.0 0.98
O -0.8013 -0.6650 1.3617 -0.4 -1.1 -1.2 -0.32
O 0.8921 -0.3201 -2.1334 -0.1 -0.1 0.4 -0.47
C 1.6400 0.1108 -1.2908 0.0 -0.2 -0.1 -0.01
C 1.2331 0.9864 -0.1320 0.8 0.1 0.3 -0.36
O -0.1480 1.1698 -0.0070 -0.9 -0.6 0.2 -0.37
C -0.7238 0.7806 1.1879 0.4 1.4 0.5 -0.29
H 2.7273 -0.1257 -1.3073 -0.2 0.2 -0.1 0.36
H 1.7067 1.9690 -0.2953 0.0 -0.2 0.0 0.40
H 1.6902 0.5742 0.7869 -0.1 0.1 -0.3 0.35
H -1.7012 1.2660 1.2600 0.1 -0.5 -0.2 0.31
H -0.0988 1.0823 2.0411 -0.3 -0.2 -0.1 0.38
```
Forces are in eV/Å.


# C4H5HgLiO2

C4H5HgLiO2 as an isolated structure (the ωB97M-V functional and the def2-TZVPD basis, the Open Molecules 2025 dataset).

Summary:
- 2S+1 = 2
- total charge = +3
- gap between HOMO and LUMO (alpha / beta) (hartree) = 0.13276 / 0.19598
- ⟨S²⟩ = 0.8263
- maximum force (hartree/bohr) = 0.1064
- E_tot (hartree) = -465.49103
- highest occupied orbital energy (alpha / beta) (eV) = -20.1 / -21.3

```
13
Properties=species:S:1:pos:R:3:forces:R:3:mulliken_charge:R:1
H 1.1899 -0.6320 -1.8767 0.0 0.3 -0.1 0.34
C 1.2728 0.3582 -1.3953 0.6 -0.6 0.4 0.37
C 0.0712 1.0077 -0.9810 -0.3 0.7 -0.6 -0.83
O 2.3936 0.8352 -1.1626 -0.6 -0.1 -0.3 -0.60
Li 4.1421 0.6767 -1.7228 0.4 0.2 -0.1 0.95
H -0.8820 0.6311 -1.3555 0.2 0.1 0.2 0.46
H 0.1300 2.0334 -0.6127 0.0 -0.3 0.1 0.40
C -0.7055 0.1156 1.6886 -0.3 -1.4 0.5 -0.83
C -1.3773 -0.9721 1.4099 0.4 2.2 0.7 1.05
O -2.0432 -1.8202 0.9189 2.9 2.8 -1.7 -0.58
Hg -3.2130 -3.2731 1.1372 -3.4 -4.1 1.0 1.52
H -1.2710 1.0394 1.8337 0.0 0.0 -0.1 0.38
H 0.2926 0.0002 2.1183 0.1 0.2 -0.2 0.37
```
Forces are in eV/Å.


# C4H5I

One molecule with the formula C4H5I (the ωB97M-V functional and the def2-TZVPD basis, the Open Molecules 2025 dataset).

Summary:
- total charge = 0
- gap between HOMO and LUMO (hartree) = 0.35288
- SMILES = C=C1C[C@H]1I
- maximum force (hartree/bohr) = 0.0733
- E_tot (hartree) = -453.00467
- highest occupied orbital energy (eV) = -9.1

```
10
Properties=species:S:1:pos:R:3:forces:R:3:mulliken_charge:R:1
C -0.1305 -0.3091 0.1471 0.5 -0.6 -1.0 0.12
C -1.4501 -0.4387 0.3753 1.3 -0.7 -0.9 -0.59
C 1.0089 0.6427 0.1469 -1.1 -1.4 -1.7 -0.44
C 1.2033 -0.8294 -0.5010 -3.4 1.6 0.3 -0.48
I 2.1835 -2.3813 0.4745 0.3 0.0 0.1 0.06
H -2.0193 -1.3808 0.0196 0.9 1.9 1.0 0.23
H -1.8822 0.4613 0.8491 -0.4 -0.9 -0.4 0.24
H 0.8843 1.5077 -0.5808 0.7 -1.0 1.3 0.23
H 1.4162 0.6961 1.1361 0.7 0.7 0.1 0.27
H 1.0652 -1.0074 -1.5966 0.6 0.5 1.1 0.36
```
Forces are in eV/Å.